C3H9N2S | wB97M-V/def2-TZVPD

Summary:
LUMO level (spin up / spin down) = -3.3 / -8.4 eV
Spin multiplicity = 3
Relative energy (zero: lowest compared OMol25 entry of this formula, charge and spin) = 29.9 kcal per mole
Charge = +1
HOMO energy (spin up / spin down) = -0.423 / -0.517 hartree
HOMO-LUMO gap (spin up / spin down) = 8.18 / 5.66 eV

Geometry as XYZ:
```
15
Properties=species:S:1:pos:R:3:forces:R:3
C -0.023 -0.862 0.811 -2.54 -0.21 0.93
C -1.792 -0.375 -0.617 -1.98 -0.49 4.18
C -0.119 0.616 0.958 3.20 -1.03 3.14
N 1.787 0.968 -0.438 1.90 0.39 3.18
N -0.735 -1.200 -0.415 4.39 -1.24 -2.07
S -1.249 1.307 0.025 -2.39 1.87 -2.05
H 0.943 -1.240 0.800 1.81 -0.69 -0.08
H -0.531 -1.336 1.665 0.05 -0.07 -0.10
H -2.069 -0.145 -1.555 -1.12 0.15 -3.45
H -2.640 -0.839 0.013 0.68 1.61 -0.82
H 0.491 1.183 1.670 -0.69 -0.24 -0.20
H 1.458 1.265 -1.270 -1.20 1.54 -3.40
H 2.266 1.755 0.114 -0.69 -2.09 -1.18
H 2.220 0.049 -0.559 0.21 0.66 0.67
H -0.007 -1.146 -1.202 -1.63 -0.16 1.26
```
Positions in Å, forces in eV/Å.

Atomic partial charges in e from the Löwdin method, atoms 1 to 4: C -0.2655; C -0.3796; C -0.5289; N 0.1867